Computed, not measured: a 2-piece molecular cluster, C2HClO4 overall at a distorted geometry, with ωB97M-V/def2-TZVPD.

Cartesian coordinates (Å):
C  0.048  -0.523  0.696
C  -0.091  0.911  -1.493
O  -0.580  0.234  1.377
O  -0.396  -1.360  -0.154
O  -0.945  0.199  -1.118
O  1.256  -0.847  1.053
Cl  -0.367  2.298  -2.377
H  1.075  -0.912  2.016

The strongest force on any atom comes out at 0.063 Eh/bohr. Its spin multiplicity is 1. The value obtained for the HOMO energy (spin up / spin down) is -10.80 / -10.19 eV. The HOMO-LUMO gap (spin up / spin down) is 8.7 / 8.0 eV.


Computed, not measured: C18H21Cl3OPb as an isolated structure at a distorted geometry, with ωB97M-V/def2-TZVPD.

Cartesian coordinates (Å):
C  -0.424  2.321  -2.773
C  -1.286  3.070  -1.887
C  -2.487  2.300  -1.702
C  -0.998  4.385  -1.259
C  -2.370  1.122  -2.501
C  -1.129  1.142  -3.166
C  -0.571  0.071  -3.995
C  1.010  2.657  -3.045
C  -3.591  2.681  -0.834
C  -3.379  0.063  -2.534
Pb  -0.003  0.744  2.257
Cl  -1.031  2.898  2.038
Cl  2.602  1.168  1.607
Cl  -1.785  -0.810  0.657
H  -0.028  4.755  -1.585
H  -0.963  4.258  -0.152
H  -1.764  5.088  -1.486
H  -3.231  2.981  0.175
H  -4.277  1.838  -0.704
H  -4.166  3.535  -1.242
H  -3.494  -0.407  -1.517
H  -3.090  -0.744  -3.233
H  -4.378  0.448  -2.836
H  -1.252  -0.768  -4.037
H  0.407  -0.323  -3.531
H  -0.352  0.418  -5.022
H  1.349  3.370  -2.298
H  1.118  3.082  -4.029
H  1.620  1.763  -2.947
O  1.480  -0.464  -2.309
H  1.439  -1.244  -1.512
C  0.763  -1.228  2.780
C  1.550  -2.190  3.175
C  2.218  -3.212  3.746
C  3.600  -3.098  3.895
C  4.256  -4.118  4.559
C  3.538  -5.214  5.053
C  2.147  -5.300  4.879
C  1.468  -4.301  4.217
H  4.115  -2.217  3.502
H  5.323  -4.047  4.692
H  4.067  -6.016  5.583
H  1.592  -6.139  5.260
H  0.386  -4.317  4.061

The strongest force on any atom comes out at 0.211 Eh/bohr. Its spin multiplicity is 1. The value obtained for the HOMO energy (spin up / spin down) is -0.36 / -0.42 eV. Its total charge is -2. The HOMO-LUMO gap (spin up / spin down) is 4.7 / 3.8 eV.


Computed, not measured: a 10-piece molecular cluster, C29H77O28S9 overall at a distorted geometry, with ωB97M-V/def2-TZVPD.

Cartesian coordinates (Å):
C  -0.222  -0.250  -1.333
C  0.446  -0.157  -0.029
O  1.535  0.706  0.046
H  -1.152  -0.805  -1.208
H  0.343  -0.855  -2.043
H  -0.478  0.723  -1.752
H  0.741  -1.189  0.165
H  -0.394  0.019  0.643
O  -1.347  -2.394  5.379
S  -2.671  -3.068  5.232
O  -2.910  -4.232  4.366
O  -3.290  -3.381  6.770
C  -4.551  -4.014  6.964
C  -5.300  -3.352  8.138
C  -3.822  -1.755  4.698
H  -4.352  -5.079  7.081
H  -5.184  -3.956  6.079
H  -5.843  -2.455  7.840
H  -4.604  -3.068  8.927
H  -6.030  -4.027  8.584
H  -3.509  -1.460  3.696
H  -3.634  -1.065  5.520
H  -4.833  -2.155  4.785
O  -4.443  6.265  -5.299
S  -3.334  7.253  -5.403
O  -3.710  8.623  -5.772
O  -2.375  7.380  -4.039
C  -1.807  6.224  -3.415
C  -0.326  6.168  -3.634
C  -2.115  6.781  -6.637
H  -2.106  5.233  -3.756
H  -2.029  6.269  -2.349
H  0.009  5.268  -3.118
H  0.391  6.960  -3.419
H  -0.255  5.955  -4.701
H  -1.286  7.478  -6.514
H  -2.653  7.045  -7.548
H  -1.789  5.747  -6.534
O  -3.096  5.229  4.362
S  -2.923  4.601  3.031
O  -3.676  3.400  2.682
O  -3.261  5.720  1.818
C  -3.409  7.060  2.181
C  -4.847  7.605  1.978
C  -1.106  4.380  2.697
H  -2.790  7.679  1.531
H  -3.024  7.381  3.148
H  -5.226  7.325  0.995
H  -4.863  8.695  1.996
H  -5.570  7.381  2.762
H  -0.804  4.602  1.673
H  -0.772  3.435  3.126
H  -0.662  5.177  3.294
O  5.524  6.436  -1.817
S  6.261  5.216  -2.240
O  7.318  5.222  -3.280
O  6.925  4.407  -0.963
C  6.169  4.231  0.229
C  5.699  5.510  1.001
C  5.044  3.948  -2.741
H  6.772  3.626  0.906
H  5.381  3.482  0.147
H  6.436  6.297  1.157
H  5.371  5.205  1.994
H  4.806  5.942  0.548
H  4.504  4.305  -3.618
H  4.310  3.822  -1.945
H  5.593  3.038  -2.981
O  -1.781  -7.666  -1.350
S  -3.045  -6.986  -1.665
O  -3.633  -7.019  -3.017
O  -4.235  -7.564  -0.654
C  -3.816  -7.893  0.671
C  -5.105  -8.256  1.498
C  -3.008  -5.324  -0.882
H  -3.341  -7.053  1.178
H  -3.042  -8.640  0.845
H  -5.585  -9.215  1.299
H  -5.897  -7.513  1.413
H  -4.865  -8.196  2.560
H  -2.460  -5.370  0.059
H  -3.997  -4.880  -0.772
H  -2.413  -4.664  -1.513
O  -3.349  1.565  -5.509
S  -3.473  1.288  -6.952
O  -4.267  2.112  -7.862
O  -1.962  0.939  -7.615
C  -0.910  0.637  -6.756
C  -0.433  1.861  -5.968
C  -4.049  -0.428  -7.114
H  -0.077  0.189  -7.298
H  -1.248  -0.126  -6.055
H  0.652  1.845  -5.864
H  -0.995  2.165  -5.086
H  -0.459  2.682  -6.685
H  -3.533  -1.091  -6.419
H  -3.803  -0.810  -8.105
H  -5.130  -0.541  -7.022
O  1.818  3.582  6.444
S  2.695  2.465  6.893
O  3.982  2.765  7.472
O  1.817  1.570  7.970
C  0.474  1.490  7.889
C  0.097  0.139  8.531
C  2.888  1.213  5.544
H  0.061  1.503  6.880
H  -0.024  2.198  8.552
H  0.571  0.178  9.512
H  0.391  -0.751  7.973
H  -0.970  0.005  8.705
H  3.377  0.311  5.912
H  3.278  1.700  4.650
H  1.883  0.850  5.327
O  6.201  -3.350  4.547
S  6.175  -3.617  3.114
O  7.312  -4.344  2.554
O  4.826  -4.480  2.676
C  3.590  -4.309  3.342
C  2.672  -5.229  2.641
C  5.814  -2.055  2.188
H  3.282  -3.266  3.280
H  3.766  -4.565  4.386
H  1.753  -5.295  3.222
H  3.177  -6.174  2.440
H  2.423  -4.730  1.704
H  4.748  -1.931  1.995
H  6.432  -2.030  1.291
H  6.060  -1.170  2.774
O  0.752  -4.301  -4.941
S  2.025  -4.946  -5.017
O  2.198  -6.329  -4.627
O  2.554  -4.918  -6.610
C  3.788  -5.603  -6.999
C  3.454  -6.949  -7.682
C  3.312  -3.918  -4.240
H  4.402  -5.671  -6.101
H  4.282  -4.974  -7.739
H  4.351  -7.529  -7.898
H  2.818  -6.751  -8.545
H  2.786  -7.536  -7.051
H  4.323  -4.095  -4.607
H  3.413  -4.005  -3.158
H  3.040  -2.937  -4.630

The strongest force on any atom comes out at 0.089 Eh/bohr. Its spin multiplicity is 1. The value obtained for the HOMO energy is -3.30 eV. Its total charge is -1. The HOMO-LUMO gap is 4.8 eV.


Computed, not measured: C18H15N3OS in the gas phase, with ωB97M-V/def2-TZVPD.

Cartesian coordinates (Å):
S  5.785  0.598  0.920
C  4.202  0.381  0.503
N  3.482  1.412  -0.005
C  2.088  1.560  -0.037
C  1.280  1.038  0.969
C  -0.094  1.131  0.881
C  -0.683  1.756  -0.215
C  0.126  2.347  -1.182
C  1.499  2.251  -1.092
H  2.122  2.697  -1.853
H  -0.340  2.869  -2.003
O  -2.033  1.896  -0.358
C  -2.881  0.913  0.095
C  -2.551  -0.437  0.081
C  -3.481  -1.373  0.495
C  -4.740  -0.975  0.914
C  -5.071  0.370  0.909
C  -4.148  1.315  0.504
H  -4.390  2.366  0.493
H  -6.053  0.687  1.227
H  -5.461  -1.711  1.237
H  -3.215  -2.419  0.487
H  -1.575  -0.754  -0.258
H  -0.712  0.724  1.666
H  1.726  0.566  1.830
H  4.039  2.213  -0.271
N  3.619  -0.840  0.678
C  2.517  -1.384  0.022
C  2.158  -1.025  -1.277
C  1.031  -1.598  -1.837
C  0.307  -2.515  -1.089
N  0.668  -2.895  0.125
C  1.741  -2.355  0.662
H  2.002  -2.702  1.654
H  -0.589  -2.979  -1.479
H  0.725  -1.339  -2.839
H  2.759  -0.328  -1.840
H  4.141  -1.461  1.281

The strongest force on any atom comes out at 0.016 Eh/bohr. As for the SMILES: S=C(Nc1ccc(Oc2ccccc2)cc1)Nc1cccnc1. Its spin multiplicity is 1. The value obtained for the HOMO energy is -8.09 eV. The HOMO-LUMO gap is 8.3 eV.


Relative energy (zero: lowest compared OMol25 entry of this formula, charge and spin) values, unit kcal/mol, following the record order: 146.0 14.6 133.0 18.5.